[1]
Density functional theory data (the ωB97M-V functional and the def2-TZVPD basis) for a structure of composition C38H67HfIN2SSb2Si3 in a non-equilibrium geometry.

The geometry in XYZ format:
```
115
Properties=species:S:1:pos:R:3:forces:R:3
Hf -0.554287 0.191720 -0.390491 1.1 -0.1 0.1
C -2.826046 0.073931 2.649437 0.5 0.9 1.1
Si -0.945849 0.289662 2.270132 -0.8 -0.1 1.1
C -0.154764 -1.183892 3.219312 0.4 -0.6 -1.1
C -0.403514 1.941854 3.050430 0.2 -0.7 -1.5
C -1.089683 2.514881 4.091184 0.3 0.2 1.7
C -0.516537 3.625739 4.734829 -1.0 -0.2 -0.5
C 0.607370 4.249105 4.201152 -0.3 0.0 1.0
C 1.264145 3.696292 3.120780 0.0 -0.8 -0.9
C 0.759630 2.538359 2.507194 -0.1 -0.4 0.3
Si 1.572694 1.617945 1.014705 -0.6 0.0 0.1
C 2.643322 2.934044 0.217265 2.2 -0.3 -0.2
C 2.707655 0.300536 1.740280 0.4 -0.7 -0.3
H -2.966423 -0.276762 3.738113 0.0 0.9 -1.5
H -3.196772 -0.734991 2.060967 -0.6 -0.6 -0.6
H -3.361045 1.035874 2.370286 0.3 -1.4 0.8
H -0.761145 -1.499677 4.069543 0.2 0.4 0.3
H 0.923361 -1.072270 3.425678 -0.6 0.2 0.4
H -0.158977 -2.080406 2.564716 -0.1 0.4 0.1
H -1.971060 2.020161 4.546286 0.5 0.4 -0.4
H -1.017572 4.006928 5.625711 0.2 0.1 -0.2
H 0.939770 5.138996 4.720416 0.4 0.0 -0.2
H 2.193000 4.079686 2.714792 -0.1 0.5 0.2
H 2.836472 2.783602 -0.863593 0.0 -0.2 0.5
H 3.685420 2.982186 0.738263 -1.7 0.0 -0.8
H 2.190675 3.902030 0.277491 -0.3 0.7 0.2
H 3.073727 0.558858 2.724401 -0.3 0.1 0.6
H 3.652336 0.099853 1.212345 -0.4 0.1 -0.5
H 2.165832 -0.657564 1.790965 0.3 0.2 0.2
C 2.015699 -5.980808 1.296086 -0.6 -0.3 0.3
Sb 2.971482 -4.077500 1.718322 -0.8 0.7 -0.8
C 4.139890 -5.026025 3.161370 1.8 0.6 0.3
C 4.503172 -3.991038 0.078432 -0.2 -0.2 0.3
C 5.104468 -2.641034 -0.203199 -0.5 0.3 -0.7
C 6.271241 -2.235976 0.448262 0.2 -0.5 1.1
C 6.883037 -1.000745 0.241379 -0.6 -0.5 -0.4
C 6.299712 -0.179461 -0.705356 -0.8 0.9 -0.2
C 5.072820 -0.487183 -1.317794 1.4 -1.2 0.8
C 4.524316 -1.753107 -1.139035 -0.3 0.2 0.3
C 3.321035 -2.139911 -1.944934 -0.5 -1.0 -0.5
Sb 1.758230 -0.743336 -2.314547 0.1 0.5 -0.7
C 0.714982 -2.127574 -3.665032 0.5 0.9 -0.2
C 2.820838 0.443841 -3.836316 -0.6 1.1 0.5
H 2.808471 -6.751063 1.318989 -0.5 0.2 -0.2
H 1.449048 -5.987960 0.351442 0.4 -0.1 0.2
H 1.265592 -6.226351 2.109114 0.9 0.4 -0.7
H 4.454347 -5.984440 2.762295 0.2 -0.1 0.1
H 3.674439 -5.154112 4.116801 -0.6 -0.2 0.4
H 5.019585 -4.374414 3.379705 -0.4 -0.6 -0.3
H 4.084716 -4.547628 -0.770526 0.1 0.5 0.0
H 5.328889 -4.567510 0.428156 0.5 -0.9 0.4
H 6.714410 -2.916060 1.202383 -0.3 0.4 -0.5
H 7.753562 -0.699080 0.820053 -0.1 -0.1 -0.3
H 6.724574 0.774528 -0.963680 0.2 0.3 0.2
H 4.584161 0.213376 -1.952304 0.0 0.5 -0.4
H 2.727855 -2.952854 -1.506010 0.4 0.0 0.2
H 3.572134 -2.525351 -2.968226 0.0 0.4 0.7
H -0.297397 -1.768919 -3.909559 0.4 -0.2 0.1
H 0.671639 -3.078229 -3.154939 -0.1 -0.2 0.0
H 1.333326 -2.209547 -4.568143 -0.3 0.0 0.1
H 3.891138 0.217895 -3.857006 -0.3 0.1 0.1
H 2.613694 1.570222 -3.804701 0.4 -1.7 0.1
H 2.371977 0.036889 -4.723471 -0.1 0.0 -0.7
I -0.641308 -2.731242 -0.555154 -0.2 0.7 0.1
C -0.554413 3.660325 -3.271786 0.6 -0.4 1.0
C -1.570015 2.550333 -3.501971 -0.6 -0.4 0.6
C -0.848190 1.371795 -4.173578 -0.1 -0.4 0.5
C -2.663001 3.074595 -4.424960 -0.6 -0.4 -0.4
Si -2.282467 1.929375 -1.797980 -0.2 0.5 -0.1
C -2.664512 3.497546 -0.705110 -0.9 0.2 1.2
C -3.537514 3.135092 0.574271 -0.4 0.4 -0.6
C -1.352656 4.056393 -0.131303 1.4 -0.1 -0.4
C -3.486015 4.666732 -1.301786 0.1 -0.3 -0.1
C -3.844486 0.833342 -2.120614 -0.2 0.4 -0.4
C -4.124896 0.061565 -0.868899 -1.0 0.0 1.0
C -5.150589 1.615322 -2.359139 0.1 1.2 0.0
C -3.648572 -0.173567 -3.251783 0.0 -0.6 0.6
H -0.096291 3.918132 -4.225878 0.6 -0.2 -0.1
H 0.192026 3.359430 -2.458161 -0.6 0.5 -1.3
H -1.027565 4.585869 -2.973336 -0.2 0.1 0.4
H -0.068254 1.845407 -4.733274 0.7 -0.2 -0.9
H -1.471571 0.716614 -4.805102 0.2 0.5 0.2
H -0.352988 0.702431 -3.434227 -0.2 0.4 -0.3
H -2.293180 3.626333 -5.293723 0.3 -0.3 -0.2
H -3.351470 3.761935 -3.967100 -0.2 0.4 0.6
H -3.313974 2.261749 -4.770862 0.3 0.1 -0.2
H -3.090463 2.386661 1.188120 0.5 -0.6 0.3
H -4.561223 2.793434 0.352073 0.4 0.0 -0.2
H -3.704228 4.000382 1.250072 0.4 -0.1 -0.5
H -0.604745 3.280957 0.233110 -1.0 0.6 -0.4
H -1.603127 4.651423 0.750647 0.2 0.2 -0.1
H -0.774244 4.674993 -0.877269 -0.7 -0.5 0.9
H -4.469310 4.274190 -1.530226 -0.3 0.2 -0.3
H -3.105365 5.196175 -2.177286 0.3 -0.3 0.0
H -3.621255 5.416720 -0.522067 0.0 0.1 0.1
H -3.361723 -0.651743 -0.567976 0.2 -0.3 0.1
H -5.091569 -0.463601 -0.964868 0.4 -0.3 -0.1
H -4.323151 0.754552 -0.056019 0.3 -0.1 0.4
H -5.374859 2.315299 -1.538658 0.3 -0.2 -0.2
H -6.020500 0.984753 -2.360672 -0.4 -0.8 -0.2
H -5.212164 2.213164 -3.274618 0.3 -0.1 0.0
H -2.702683 -0.766115 -3.216191 -0.6 0.3 0.2
H -3.697581 0.310775 -4.187526 0.2 0.6 -1.2
H -4.519078 -0.842470 -3.248677 0.3 -0.3 0.1
S -5.038553 -3.121976 2.436659 -0.1 0.2 0.4
C -3.611874 -3.725700 2.990380 0.8 -1.1 0.6
N -2.603660 -3.974693 2.082265 2.1 0.1 0.2
C -1.371915 -4.455503 2.422327 0.0 -0.8 0.6
C -1.074759 -4.816545 3.705606 -1.0 0.8 -1.1
C -2.112617 -4.603029 4.614988 -0.9 -0.1 0.5
N -3.292632 -4.145534 4.286948 -0.7 0.7 0.0
H -2.599203 -3.536363 1.173784 -0.8 -0.1 -0.3
H -0.645492 -4.638534 1.636293 -0.3 0.4 -0.1
H -0.132179 -5.162457 4.002265 1.1 -0.5 0.2
H -1.966771 -4.880940 5.677368 -0.2 0.3 -0.6
```
Positions in Å, forces in eV/Å.

Summary:
largest force on an atom	0.04285	hartree/bohr
HOMO-LUMO gap	6.975	eV
relative energy (zero: lowest compared OMol25 entry of this formula, charge and spin)	0.0	kJ/mol
lowest unoccupied orbital energy	-0.7	eV


[2]
Density functional theory data (the ωB97M-V functional and the def2-TZVPD basis) for a cluster of 2 separate species, C19H28N4O4S in total in a non-equilibrium geometry.

The geometry in XYZ format:
```
56
Properties=species:S:1:pos:R:3:forces:R:3
C -1.107008 2.055971 1.230704 0.3 0.2 -0.4
C -0.030256 2.383156 0.192918 0.2 0.2 0.4
C 1.007383 3.428618 0.663693 -0.4 -0.1 0.0
C 0.348396 4.753164 1.093241 0.4 -0.4 -0.2
C 2.101363 3.682478 -0.403413 -0.4 0.0 -0.2
N 1.515016 4.246127 -1.633523 0.2 -1.7 0.6
C 1.582047 5.524994 -2.001615 0.5 1.9 0.0
C 0.889719 5.880172 -3.296712 0.1 0.0 0.1
O 2.160573 6.389273 -1.359980 0.0 -0.3 0.2
C 2.994902 2.435225 -0.599606 0.6 0.4 0.7
O 3.853915 2.195471 0.237906 -0.3 0.4 0.3
N 2.908695 1.603416 -1.649524 -0.6 -0.6 -1.3
C 1.970461 1.567743 -2.772551 0.4 0.2 0.3
H -1.724740 1.241035 0.853734 -0.1 0.0 0.1
H -1.745844 2.921505 1.403743 0.0 -0.1 0.1
H -0.637811 1.751588 2.166732 -0.1 0.0 0.1
H 0.487779 1.453224 -0.042062 0.1 -0.1 -0.2
H -0.527584 2.737139 -0.710539 0.0 0.0 -0.2
H 1.505695 3.024292 1.546575 0.2 -0.1 0.0
H 1.118949 5.496261 1.306357 -0.1 0.0 0.0
H -0.239585 4.608198 1.999177 -0.1 0.0 -0.1
H -0.297227 5.135483 0.302486 -0.1 0.1 0.0
H 2.773503 4.433107 0.015518 0.0 0.0 -0.3
H 1.007201 3.620335 -2.232661 -0.1 0.2 0.1
H -0.178164 5.696829 -3.195997 -0.1 -0.1 -0.2
H 1.059877 6.935850 -3.505631 0.0 -0.2 0.1
H 1.299774 5.279466 -4.106141 -0.1 -0.1 -0.2
H 3.602841 0.871376 -1.620449 0.0 0.1 0.1
H 2.179784 2.385643 -3.464499 -0.1 -0.1 -0.1
H 2.087977 0.625790 -3.311212 0.0 0.1 0.2
H 0.941725 1.627889 -2.416280 -0.1 -0.1 -0.1
C -2.352141 -0.443536 3.700686 0.1 -0.3 0.0
O -3.273941 -1.539731 3.708858 0.2 0.1 -0.3
C -3.025086 -2.574109 2.840350 0.9 -0.2 -0.5
C -4.111387 -3.403533 2.534267 -0.2 -0.5 -0.3
C -3.971741 -4.476133 1.650505 0.0 0.5 0.4
C -2.725049 -4.715216 1.080509 -0.5 -0.2 0.0
S -2.286841 -5.976615 -0.022827 1.0 -0.2 -0.3
C -0.642266 -5.337062 0.013290 0.1 1.2 1.0
N 0.477930 -5.813049 -0.635617 0.3 -0.9 -0.8
C 0.553063 -6.966068 -1.383937 -0.6 -1.3 -0.6
C 1.876064 -7.351872 -2.015598 0.2 0.5 0.1
O -0.405473 -7.703028 -1.550960 -0.1 0.8 0.4
N -0.440093 -4.276254 0.754425 -0.7 -0.7 -0.3
C -1.628787 -3.918829 1.376231 0.2 0.3 0.1
C -1.769430 -2.849455 2.257555 -0.5 0.7 0.6
H -2.788584 0.409239 4.229003 -0.2 -0.4 0.0
H -1.420172 -0.718657 4.204219 0.0 0.0 0.0
H -2.128749 -0.132732 2.677418 0.0 -0.1 0.0
H -5.073823 -3.199653 2.991701 0.1 0.0 0.0
H -4.817159 -5.115001 1.413287 0.1 0.1 0.1
H 1.326080 -5.286375 -0.475962 -0.2 0.1 0.1
H 1.739357 -8.200165 -2.692397 -0.2 0.2 0.3
H 2.589059 -7.633210 -1.237072 0.0 0.1 -0.1
H 2.279046 -6.511082 -2.585226 0.1 0.0 0.1
H -0.889231 -2.258693 2.476898 -0.1 0.1 0.0
```
Positions in Å, forces in eV/Å.

Summary:
largest force on an atom	0.03774	hartree/bohr
HOMO-LUMO gap	8.574	eV
relative energy (zero: lowest compared OMol25 entry of this formula, charge and spin)	16.1	kJ/mol
lowest unoccupied orbital energy	0.3	eV
SMILES string	CC[C@H](C)[C@H](NC(C)=O)C(=O)NC.COc1ccc2sc(NC(C)=O)nc2c1


[3]
Density functional theory data (the ωB97M-V functional and the def2-TZVPD basis) for a structure of composition C2H4N3PS in a non-equilibrium geometry.

The geometry in XYZ format:
```
11
Properties=species:S:1:pos:R:3:forces:R:3
C 1.143714 0.609019 -0.051128 -0.8 1.1 -0.7
C -1.245117 0.496883 0.146182 -0.5 2.8 -3.3
N 2.207436 -0.172622 0.082889 1.4 -1.5 -0.1
N 0.187691 -1.493090 -0.190782 -0.4 1.6 0.3
N -0.023552 -0.077753 -0.221121 0.9 -2.0 0.3
P 1.846557 -1.701795 -0.038958 -0.1 -1.1 0.3
S 1.193625 2.236871 -0.158235 0.1 1.3 0.2
H -1.258641 1.513743 -0.448390 -0.2 -1.9 1.3
H -2.040058 -0.087124 -0.209049 -1.2 -0.9 -0.4
H -1.341067 0.723986 1.148160 -0.1 0.4 2.3
H -0.670593 -2.048113 -0.059564 1.0 0.3 -0.2
```
Positions in Å, forces in eV/Å.

Summary:
largest force on an atom	0.08490	hartree/bohr
HOMO-LUMO gap	7.396	eV
relative energy (zero: lowest compared OMol25 entry of this formula, charge and spin)	45.0	kJ/mol
lowest unoccupied orbital energy	-0.6	eV